Formula: C21H49AsF6N7O7
Source: the Open Molecules 2025 dataset
Level of theory: ωB97M-V/def2-TZVPD

E_LUMO (alpha / beta)   -0.615 / -5.917 eV
Orbital gap (alpha / beta)   8.61 / 3.30 eV
Multiplicity   2
Expectation value of S²   0.770
E_tot   -4574.56131 Eh

Last column: Mulliken spin population.
Atoms and positions in Å:
As (0.015272, 0.131013, 0.047112)  0.00
F (-1.532651, -0.434942, -0.695018)  0.00
F (0.977665, -0.986174, -0.899703)  0.00
F (1.528071, 0.787357, 0.769055)  0.00
F (-1.012924, 1.143050, 1.128449)  0.00
F (-0.222202, -1.127126, 1.336819)  -0.01
F (0.056637, 1.400817, -1.195990)  0.00
C (0.480249, 4.551797, -1.215346)  0.00
C (1.057101, 5.816634, -1.829612)  0.00
O (1.443407, 5.793162, -2.992345)  0.00
N (0.944027, 6.907050, -1.105501)  0.00
C (1.474390, 8.181806, -1.553391)  0.00
H (1.189323, 3.772359, -1.494253)  0.00
H (-0.306877, 4.094864, -1.815133)  0.00
H (0.045310, 4.493223, -0.217601)  0.00
H (0.600450, 6.708210, -0.176784)  0.00
H (0.755320, 8.892807, -1.960244)  0.00
H (2.191684, 8.099995, -2.370041)  0.00
H (2.004177, 8.689026, -0.747074)  0.00
C (4.694420, -0.570272, 1.770779)  0.00
C (5.839417, -1.550499, 1.557476)  0.00
O (5.821258, -2.711293, 2.084554)  0.00
N (6.923976, -1.096398, 0.854802)  0.00
C (8.082520, -1.816516, 0.417982)  0.00
H (4.996802, 0.471872, 1.873760)  0.00
H (4.108692, -0.705984, 2.679950)  0.00
H (3.973856, -0.765449, 0.976551)  0.00
H (6.711567, -0.273434, 0.309184)  0.00
H (8.755912, -1.164714, -0.138624)  0.00
H (7.797888, -2.619029, -0.262496)  0.00
H (8.633290, -2.305501, 1.221504)  0.00
C (-3.913966, 3.501301, 1.418231)  0.00
C (-4.325915, 3.118812, -0.001172)  0.00
O (-5.419909, 3.440468, -0.396897)  0.00
N (-3.459464, 2.376991, -0.641170)  0.00
C (-3.747209, 1.909385, -1.920346)  0.00
H (-3.268060, 4.373012, 1.523281)  0.00
H (-3.245063, 2.725605, 1.791027)  0.00
H (-4.776005, 3.597355, 2.078344)  0.00
H (-2.492328, 2.444061, -0.357875)  0.00
H (-3.199772, 2.507790, -2.648576)  0.00
H (-4.785957, 1.845589, -2.244453)  0.00
H (-3.263219, 0.944685, -2.072665)  0.00
C (3.215804, 1.641301, -1.804078)  0.00
C (4.185903, 0.446482, -1.889418)  0.00
O (5.394643, 0.681288, -1.901134)  0.00
N (3.690186, -0.779346, -1.966802)  0.00
C (4.438918, -2.034474, -1.967347)  0.00
H (3.614003, 2.434613, -2.436693)  0.00
H (3.018322, 1.952525, -0.778290)  0.00
H (2.239638, 1.437096, -2.243951)  0.00
H (2.685111, -0.827914, -1.879869)  0.00
H (3.737960, -2.791224, -2.319603)  0.00
H (4.775737, -2.314851, -0.969318)  0.00
H (5.263763, -1.878405, -2.662593)  0.00
C (-3.856745, -0.172754, 1.943271)  0.00
C (-3.451572, -0.116691, 3.455328)  0.00
O (-4.264007, -0.222727, 4.336472)  0.00
N (-2.127857, 0.218362, 3.638348)  0.00
C (-1.714916, 0.456753, 5.028750)  0.00
H (-4.125371, 0.828229, 1.605680)  0.00
H (-4.660243, -0.885844, 1.758858)  0.00
H (-3.007487, -0.514927, 1.351849)  0.00
H (-1.667272, 0.552403, 2.803848)  0.00
H (-2.261351, 1.289708, 5.471124)  0.00
H (-0.682550, 0.799972, 4.961543)  0.00
H (-1.741998, -0.390257, 5.714276)  0.00
C (2.015321, -4.164931, 1.355880)  0.00
C (0.679574, -4.769309, 1.133622)  -0.08
O (0.529793, -5.919507, 0.869029)  0.33
N (-0.322312, -3.919578, 1.298349)  0.67
C (-1.754874, -4.081387, 1.207617)  0.04
H (2.057831, -4.058674, 2.439848)  -0.01
H (2.161547, -3.194182, 0.882204)  -0.01
H (2.714752, -4.788844, 0.799427)  0.00
H (0.024565, -2.971556, 1.266197)  -0.05
H (-1.820282, -3.553404, 0.256275)  0.07
H (-2.319460, -3.572236, 1.988705)  0.04
H (-1.975530, -5.134884, 1.035702)  0.01
C (-4.721976, -2.381169, -1.249123)  0.00
C (-4.666759, -3.965659, -1.122035)  0.00
O (-4.557308, -4.414152, 0.055401)  0.00
N (-4.724700, -4.698878, -2.208252)  0.00
C (-4.818311, -4.374045, -3.675521)  0.00
H (-5.310401, -1.887032, -0.476020)  0.00
H (-5.176200, -2.068049, -2.189195)  0.00
H (-3.715430, -1.963258, -1.267146)  0.00
H (-4.602451, -5.675905, -1.983372)  0.00
H (-4.668066, -3.354650, -4.031010)  0.00
H (-5.744911, -4.581634, -4.210701)  0.00
H (-4.114193, -4.909163, -4.312680)  0.00

Cartesian forces, eV/Å:
-1.133 1.614 0.272
1.698 0.039 0.591
-0.701 0.190 0.471
-1.917 -1.044 -0.530
1.169 -0.329 -1.019
0.726 0.301 -0.961
-0.003 -1.185 1.165
-0.013 -1.209 -0.987
-1.379 -1.792 -1.892
0.393 0.049 0.455
0.231 1.224 0.880
0.435 0.819 0.167
0.553 -0.086 1.060
-0.511 0.907 -0.548
0.799 0.325 0.305
0.186 0.876 -0.013
-0.565 -0.271 0.270
-0.015 -0.771 0.160
-0.116 -0.089 0.155
-0.147 -0.098 0.066
1.033 -2.930 2.094
-0.088 2.871 -1.623
-1.529 1.095 0.173
0.169 -1.120 -0.307
0.143 0.010 -0.813
0.442 -0.790 0.173
0.007 0.594 -0.323
0.108 0.164 0.009
-0.165 0.161 0.241
-0.032 -0.156 -0.136
-0.155 0.277 0.219
0.923 -0.409 0.308
-0.865 1.844 2.860
-1.056 -0.036 -0.883
1.005 -0.432 0.349
1.234 -0.995 -2.844
-0.363 0.448 -0.455
-0.171 -0.264 0.294
0.054 0.028 -0.257
-0.109 -0.424 0.067
-0.305 0.404 -0.398
0.046 0.269 0.734
-0.275 -0.383 0.231
-0.329 -0.716 -0.784
1.201 2.045 0.124
-0.068 -0.448 0.219
-1.520 -0.931 0.309
-0.441 0.951 -0.314
0.300 0.098 0.463
0.397 0.047 -0.064
-0.080 -0.348 0.092
0.206 -0.152 -0.032
0.294 -0.116 -0.152
0.267 0.057 -0.005
0.143 -0.483 0.207
0.675 -0.551 0.776
0.195 0.938 -2.234
-0.198 -0.470 0.857
-1.669 -1.058 1.123
1.046 1.114 -0.877
-0.135 -0.191 0.041
-0.170 0.248 0.330
0.057 0.187 -0.112
0.511 0.011 0.499
-0.295 -0.150 0.032
0.141 -0.114 0.187
-0.306 -0.214 -0.482
0.215 0.249 -0.929
3.074 -0.209 -0.116
-1.228 -2.371 -0.550
-2.916 1.806 0.775
1.366 -0.994 -0.743
0.990 -0.149 -0.009
-0.438 0.343 0.254
0.379 -0.279 1.050
-0.336 1.290 0.409
-1.173 0.448 -0.407
0.139 0.128 -0.090
-0.255 0.213 0.345
-0.263 -1.137 -0.960
-0.080 3.522 3.727
0.134 0.027 -2.641
0.011 -1.093 -2.692
0.058 0.241 -0.534
0.222 -0.545 0.272
-0.004 -0.110 -0.132
0.119 -0.126 0.233
-0.142 -0.160 -0.259
0.342 0.381 1.220
-0.674 -0.497 1.023
0.498 -0.426 0.772